Here is C31H46N4OPtSi2 as an isolated structure in a non-equilibrium geometry from the OMol25 dataset. Energies are from ωB97M-V with the def2-TZVPD basis set.

## Properties
- total charge = 0
- HOMO level (eV) = -5.5
- LUMO energy (eV) = -0.85
- gap between HOMO and LUMO (eV) = 4.66
- max |F| (eV Å⁻¹) = 1.326

Positions of all 85 atoms, in Å:
Pt: -0.116 0.371 -0.185
C: -0.813 2.345 3.696
Si: 0.565 1.477 2.780
C: 1.381 2.751 1.676
C: 1.896 0.960 3.993
N: -0.021 0.140 1.831
C: -0.689 -0.991 2.371
C: -0.882 -1.135 3.747
C: -1.537 -2.225 4.311
C: -2.019 -3.211 3.474
C: -1.811 -3.105 2.105
C: -1.128 -2.027 1.495
N: -0.861 -1.962 0.142
Si: -1.297 -3.154 -0.988
C: -0.588 -4.852 -0.617
C: -3.158 -3.298 -1.198
C: -0.595 -2.677 -2.660
H: -0.431 3.222 4.232
H: -1.304 1.692 4.420
H: -1.577 2.688 2.989
H: 1.621 3.644 2.270
H: 0.738 3.055 0.850
H: 2.321 2.374 1.253
H: 2.414 1.854 4.361
H: 2.643 0.318 3.513
H: 1.507 0.422 4.860
H: -0.510 -0.360 4.409
H: -1.668 -2.291 5.385
H: -2.555 -4.062 3.883
H: -2.184 -3.888 1.453
H: -0.947 -5.258 0.332
H: 0.505 -4.792 -0.561
H: -0.847 -5.566 -1.410
H: -3.631 -3.780 -0.338
H: -3.428 -3.870 -2.095
H: -3.589 -2.295 -1.292
H: 0.434 -2.322 -2.550
H: -1.192 -1.890 -3.133
H: -0.581 -3.536 -3.344
C: -0.317 0.798 -7.220
C: 0.981 0.707 -6.412
C: 1.648 -0.646 -6.710
C: 1.920 1.847 -6.833
C: 0.714 0.824 -4.917
C: -0.488 1.290 -4.400
C: -0.699 1.280 -3.039
N: 0.214 0.851 -2.163
C: 1.415 0.474 -2.634
C: 1.680 0.454 -3.989
C: 2.370 0.004 -1.608
C: 3.725 -0.142 -1.818
C: 4.570 -0.545 -0.787
C: 3.960 -0.865 0.420
C: 2.600 -0.694 0.574
N: 1.828 -0.225 -0.405
C: 6.079 -0.619 -0.992
C: 6.575 0.662 -1.680
C: 6.394 -1.831 -1.882
C: 6.819 -0.769 0.341
H: -0.109 0.576 -8.268
H: -0.756 1.798 -7.176
H: -1.059 0.078 -6.864
H: 1.693 -0.801 -7.790
H: 1.082 -1.470 -6.267
H: 2.671 -0.691 -6.330
H: 2.137 1.779 -7.902
H: 2.867 1.798 -6.289
H: 1.466 2.822 -6.636
H: -1.281 1.642 -5.042
H: -1.637 1.617 -2.622
H: 2.650 0.104 -4.316
H: 4.122 0.093 -2.797
H: 4.530 -1.242 1.258
H: 2.082 -0.921 1.499
H: 6.190 0.760 -2.698
H: 7.665 0.645 -1.741
H: 6.277 1.551 -1.117
H: 5.887 -1.756 -2.848
H: 6.075 -2.760 -1.404
H: 7.470 -1.890 -2.065
H: 6.530 0.010 1.050
H: 7.893 -0.686 0.170
H: 6.633 -1.743 0.802
O: -2.842 1.529 0.347
C: -1.818 1.093 0.143

Atomic partial charges in e from the Mulliken method, atoms 1 to 4: 1.03 -1.16 0.08 -1.18



Here is C31H47As3N5O3SZn as an isolated structure from the OMol25 dataset. Energies are from ωB97M-V with the def2-TZVPD basis set.

## Properties
- total charge = +1
- HOMO level (eV) = -10.3
- LUMO energy (eV) = -2.82
- gap between HOMO and LUMO (eV) = 7.48
- max |F| (eV Å⁻¹) = 0.878

Positions of all 91 atoms, in Å:
Zn: -0.641 0.650 0.625
C: -1.161 -1.397 -3.917
As: -1.253 -1.156 -1.957
C: -3.119 -1.772 -1.799
C: -0.530 -2.881 -1.306
C: 0.981 -3.165 -1.268
C: 1.132 -4.676 -1.012
C: 1.671 -2.468 -0.083
As: 1.462 -0.549 0.344
C: 2.548 0.338 -1.012
C: 2.651 -0.552 1.876
C: 1.610 -2.809 -2.627
As: 3.356 -3.643 -3.111
C: 4.598 -2.264 -2.452
C: 3.317 -2.977 -4.961
H: -1.337 -2.438 -4.184
H: -0.200 -1.078 -4.314
H: -1.937 -0.781 -4.374
H: -3.215 -2.771 -2.226
H: -3.797 -1.103 -2.327
H: -3.417 -1.810 -0.751
H: -1.013 -3.644 -1.924
H: -0.933 -2.979 -0.291
H: 0.520 -4.998 -0.167
H: 2.170 -4.925 -0.795
H: 0.830 -5.243 -1.895
H: 2.752 -2.609 -0.145
H: 1.334 -2.951 0.836
H: 3.538 -0.106 -1.088
H: 2.646 1.377 -0.715
H: 2.049 0.314 -1.980
H: 3.658 -0.284 1.566
H: 2.647 -1.542 2.327
H: 2.287 0.163 2.609
H: 1.678 -1.724 -2.747
H: 0.936 -3.182 -3.405
H: 4.630 -2.244 -1.363
H: 4.316 -1.281 -2.830
H: 5.598 -2.504 -2.812
H: 2.609 -3.553 -5.555
H: 4.304 -3.091 -5.408
H: 3.037 -1.923 -4.994
C: 5.299 4.239 -1.142
C: 4.173 3.909 -0.204
C: 4.402 3.226 0.987
C: 3.354 2.911 1.839
C: 2.060 3.261 1.492
C: 1.813 3.985 0.334
C: 2.867 4.301 -0.505
S: 0.763 2.954 2.673
O: 1.269 2.054 3.677
O: 0.301 4.249 3.086
N: -0.421 2.209 1.803
C: -1.724 2.595 2.081
C: -2.198 3.108 3.282
C: -3.509 3.583 3.404
C: -4.390 3.547 2.355
C: -3.981 2.976 1.137
C: -4.814 2.881 0.001
C: -4.335 2.330 -1.158
C: -3.032 1.812 -1.177
N: -2.233 1.847 -0.132
C: -2.658 2.467 1.008
H: 6.197 3.680 -0.888
H: 5.533 5.304 -1.091
H: 5.024 4.016 -2.173
H: 5.411 2.947 1.266
H: 3.524 2.418 2.787
H: 0.807 4.315 0.106
H: 2.675 4.862 -1.412
H: -1.530 3.154 4.128
H: -3.819 4.004 4.352
H: -5.391 3.947 2.448
H: -5.828 3.257 0.063
H: -4.945 2.283 -2.049
H: -2.628 1.362 -2.076
C: -4.782 -2.297 3.466
N: -3.517 -1.767 3.002
C: -2.238 -2.210 3.505
C: -1.282 -1.523 2.537
O: -0.087 -1.698 2.501
N: -2.016 -0.695 1.708
C: -3.309 -0.884 2.021
N: -4.308 -0.302 1.360
H: -4.646 -3.346 3.723
H: -5.532 -2.238 2.678
H: -5.143 -1.768 4.350
H: -2.126 -3.295 3.480
H: -2.049 -1.862 4.524
H: -4.074 0.428 0.708
H: -5.237 -0.305 1.743

Atomic partial charges in e from the Mulliken method, atoms 1 to 4: 0.58 -1.29 0.43 -1.06



Here is C31H47B3N2O4S as an isolated structure in a non-equilibrium geometry from the OMol25 dataset. Energies are from ωB97M-V with the def2-TZVPD basis set.

## Properties
- total charge = +2
- HOMO level (eV) = -12.1
- LUMO energy (eV) = -7.74
- gap between HOMO and LUMO (eV) = 4.37
- max |F| (eV Å⁻¹) = 1.728

Positions of all 88 atoms, in Å:
C: 9.138 3.414 2.055
C: 8.367 3.130 0.728
C: 8.436 1.652 0.294
C: 9.382 1.385 -0.894
C: 8.978 0.110 -1.686
C: 8.997 0.313 -3.224
C: 7.572 0.604 -3.760
C: 7.259 2.124 -3.825
C: 6.406 2.651 -2.620
C: 5.484 3.783 -3.126
C: 4.166 3.205 -3.701
C: 2.927 4.115 -3.402
B: 1.988 3.422 -2.372
O: 2.549 2.770 -1.248
B: 2.112 3.366 -0.072
S: 2.952 3.160 1.514
O: 0.939 4.105 -0.199
B: 0.177 3.357 -1.114
C: -1.006 2.451 -0.564
O: -2.249 2.631 -1.278
C: -3.071 1.551 -1.202
C: -3.759 1.159 -2.328
C: -4.574 0.068 -2.288
C: -4.744 -0.686 -1.156
C: -4.086 -0.283 -0.016
C: -3.273 0.818 -0.055
O: 0.587 3.429 -2.425
H: 9.819 4.258 1.919
H: 8.440 3.692 2.845
H: 9.729 2.544 2.342
H: 7.322 3.385 0.938
H: 8.681 3.819 -0.059
H: 7.424 1.328 0.030
H: 8.753 1.017 1.128
H: 9.340 2.270 -1.538
H: 10.426 1.272 -0.586
H: 9.588 -0.742 -1.376
H: 7.953 -0.124 -1.382
H: 9.385 -0.567 -3.742
H: 9.617 1.180 -3.460
H: 7.420 0.202 -4.767
H: 6.806 0.137 -3.133
H: 6.659 2.326 -4.718
H: 8.171 2.723 -3.871
H: 5.827 1.810 -2.228
H: 7.105 3.014 -1.865
H: 5.300 4.450 -2.276
H: 6.002 4.340 -3.911
H: 4.269 3.063 -4.778
H: 4.048 2.222 -3.239
H: 3.334 4.995 -2.884
H: 2.432 4.461 -4.310
H: 3.949 2.312 1.195
H: -0.650 1.413 -0.584
H: -1.173 2.734 0.481
H: -3.669 1.714 -3.255
H: -5.114 -0.243 -3.177
H: -5.372 -1.572 -1.126
H: -4.168 -0.827 0.922
H: -2.749 1.102 0.852
C: -8.103 -7.905 6.594
N: -8.166 -6.824 5.579
C: -7.491 -6.972 4.427
C: -7.554 -6.011 3.445
C: -8.331 -4.870 3.637
C: -9.000 -4.737 4.850
C: -8.901 -5.725 5.805
C: -8.467 -3.835 2.581
C: -9.721 -3.498 2.077
C: -9.840 -2.504 1.130
N: -8.756 -1.850 0.687
C: -7.532 -2.168 1.135
C: -7.361 -3.156 2.077
C: -8.893 -0.747 -0.299
H: -7.060 -8.074 6.852
H: -8.543 -8.800 6.161
H: -8.660 -7.608 7.476
H: -6.912 -7.878 4.308
H: -7.011 -6.171 2.523
H: -9.601 -3.864 5.064
H: -9.412 -5.654 6.755
H: -10.615 -4.006 2.414
H: -10.799 -2.216 0.723
H: -6.700 -1.603 0.731
H: -6.360 -3.372 2.429
H: -8.284 -0.985 -1.167
H: -8.549 0.170 0.174
H: -9.934 -0.647 -0.589

Atomic partial charges in e from the Mulliken method, atoms 1 to 4: -1.16 -0.42 -0.78 -0.63



Here is a 9-piece molecular cluster, C31H47BBr3Cl26NO5P overall in a non-equilibrium geometry from the OMol25 dataset. Energies are from ωB97M-V with the def2-TZVPD basis set.

## Properties
- total charge = -1
- HOMO level (eV) = -4.7
- LUMO energy (eV) = 1.56
- gap between HOMO and LUMO (eV) = 6.25
- max |F| (eV Å⁻¹) = 3.088

Positions of all 115 atoms, in Å:
C: 5.446 -1.017 -0.028
C: 3.993 -0.435 -0.054
C: 3.857 0.739 0.929
Br: 4.768 0.371 2.654
P: 2.084 1.555 1.115
O: 3.039 2.863 1.822
B: 0.538 2.750 1.525
N: 0.656 3.962 2.410
O: -0.789 2.503 1.075
C: 2.258 2.206 -0.724
Br: 1.485 4.019 -0.967
C: 1.674 1.276 -1.783
C: 0.164 1.382 -2.030
Br: 2.554 1.809 -3.541
O: 1.838 1.038 2.768
C: 0.940 -0.067 2.947
C: -0.043 0.459 4.008
C: 1.841 -1.036 3.792
C: 0.441 -0.583 1.539
C: -1.016 -0.450 0.984
C: -2.200 -0.018 1.842
C: -2.827 -1.123 2.707
O: -3.232 0.316 0.866
C: -4.050 1.358 1.328
C: -5.019 1.727 0.232
C: -5.082 3.039 -0.208
C: -5.923 3.434 -1.232
C: -6.737 2.494 -1.838
C: -6.699 1.189 -1.382
C: -5.858 0.796 -0.360
C: 0.934 -2.033 1.152
Cl: 0.964 -2.222 -0.648
C: 0.104 -3.243 1.621
C: 0.906 -4.544 1.280
Cl: -0.324 -3.303 3.359
O: 1.203 0.195 0.593
H: 6.193 -0.247 0.145
H: 5.486 -1.737 0.790
H: 5.622 -1.592 -0.942
H: 3.358 -1.286 0.171
H: 3.886 -0.050 -1.069
H: 4.514 1.516 0.546
H: 3.430 3.405 1.130
H: 0.060 4.684 2.007
H: 0.246 3.704 3.306
H: -1.156 3.280 0.640
H: 3.295 2.384 -1.005
H: 1.961 0.236 -1.695
H: -0.038 1.879 -2.977
H: -0.369 1.936 -1.261
H: -0.275 0.386 -2.121
H: -0.722 -0.304 4.392
H: -0.588 1.354 3.705
H: 0.565 0.761 4.861
H: 1.270 -1.664 4.470
H: 2.417 -0.358 4.417
H: 2.578 -1.576 3.200
H: -1.373 -1.339 0.457
H: -0.968 0.292 0.195
H: -2.038 0.900 2.400
H: -2.337 -1.249 3.669
H: -2.665 -2.061 2.167
H: -3.902 -0.986 2.819
H: -3.461 2.261 1.537
H: -4.575 1.090 2.258
H: -4.441 3.766 0.280
H: -5.919 4.476 -1.529
H: -7.382 2.786 -2.657
H: -7.353 0.488 -1.878
H: -5.858 -0.236 -0.030
H: 1.961 -2.195 1.461
H: -0.821 -3.341 1.060
H: 1.970 -4.318 1.211
H: 0.597 -4.833 0.274
H: 0.703 -5.364 1.968
C: -0.033 -3.405 -4.440
Cl: 0.615 -1.931 -3.734
Cl: 0.816 -4.825 -3.817
Cl: -1.768 -3.537 -4.136
H: 0.119 -3.366 -5.510
C: -2.102 -6.919 4.143
Cl: -0.935 -7.401 2.913
Cl: -3.649 -6.504 3.404
Cl: -2.309 -8.196 5.346
H: -1.718 -6.038 4.642
C: 8.900 1.768 -0.676
Cl: 7.403 1.728 -1.602
Cl: 8.600 2.343 0.962
Cl: 9.663 0.173 -0.649
H: 9.580 2.457 -1.160
C: 5.350 5.194 -4.234
Cl: 6.076 6.686 -3.617
Cl: 6.127 3.777 -3.529
Cl: 3.624 5.149 -3.905
H: 5.501 5.167 -5.306
C: -10.186 -1.307 -0.089
Cl: -8.692 -0.389 0.078
Cl: -11.468 -0.619 0.914
Cl: -10.691 -1.372 -1.782
H: -10.006 -2.320 0.246
C: -2.684 -10.885 8.707
Cl: -1.157 -10.023 8.898
Cl: -3.916 -10.221 9.782
Cl: -3.224 -10.832 7.029
H: -2.524 -11.920 8.977
C: 0.672 5.386 -6.472
Cl: 0.993 4.024 -5.413
Cl: 0.056 4.836 -8.041
Cl: -0.463 6.516 -5.727
H: 1.605 5.909 -6.644
C: 3.133 4.480 -10.290
Cl: 3.100 2.758 -10.663
Cl: 4.001 4.776 -8.783
Cl: 3.854 5.395 -11.618
H: 2.113 4.818 -10.159

Atomic partial charges in e from the Mulliken method, atoms 1 to 4: -1.77 1.40 -0.90 -0.20



Here is C31H47BrMnO2P2 as an isolated structure in a non-equilibrium geometry from the OMol25 dataset. Energies are from ωB97M-V with the def2-TZVPD basis set.

## Properties
- total charge = +2
- HOMO level (alpha / beta) (eV) = -12.8 / -12.8
- LUMO energy (alpha / beta) (eV) = -6.99 / -10.02
- gap between HOMO and LUMO (alpha / beta) (eV) = 5.76 / 2.73
- spin multiplicity = 4
- ⟨S²⟩ = 4.072
- max |F| (eV Å⁻¹) = 2.347

Positions of all 84 atoms, in Å:
Mn: 0.417 1.529 0.200
C: 1.444 3.003 -1.079
C: 0.064 3.362 -0.869
C: 1.173 3.510 1.171
C: 2.118 3.076 0.189
C: -0.104 3.670 0.529
C: 2.119 2.796 -2.390
H: 1.399 2.519 -3.169
H: 2.889 2.014 -2.324
H: 2.622 3.721 -2.715
C: 3.585 2.956 0.381
H: 4.046 2.387 -0.437
H: 3.817 2.433 1.316
H: 4.072 3.942 0.412
C: 1.479 3.918 2.559
H: 1.880 4.940 2.606
H: 2.223 3.245 3.009
H: 0.583 3.886 3.191
C: -1.331 4.210 1.168
H: -1.296 5.308 1.244
H: -1.453 3.820 2.187
H: -2.227 3.956 0.586
C: -0.986 3.534 -1.914
H: -1.086 4.597 -2.191
H: -1.969 3.198 -1.546
H: -0.737 2.971 -2.826
C: -1.333 -4.691 -3.321
C: -1.538 -3.850 -4.341
C: -2.858 -3.543 -4.988
C: -4.125 -3.794 -4.122
C: -4.169 -3.053 -2.816
C: -3.656 -3.416 -1.634
C: -2.962 -4.710 -1.324
C: -2.349 -5.468 -2.535
H: -2.962 -4.143 -5.908
H: -4.277 -4.874 -4.017
H: -2.872 -2.492 -5.314
H: -3.161 -5.875 -3.149
H: -0.298 -4.899 -3.021
H: -0.669 -3.414 -4.852
H: -1.821 -6.336 -2.114
H: -2.163 -4.532 -0.587
H: -3.843 -2.775 -0.761
H: -3.675 -5.394 -0.832
H: -4.975 -3.425 -4.715
H: -4.732 -2.114 -2.870
P: 0.343 -0.414 -1.137
P: -1.387 0.458 1.406
C: -0.865 -1.635 -0.427
C: -1.137 -1.360 1.055
H: -0.442 -2.640 -0.567
H: -1.795 -1.585 -1.013
H: -2.031 -1.887 1.421
H: -0.276 -1.661 1.674
C: -1.525 0.574 3.206
H: -1.676 1.628 3.467
H: -0.563 0.252 3.622
H: -2.326 -0.024 3.648
C: -3.054 0.912 0.804
H: -3.784 0.158 1.132
H: -3.059 1.000 -0.289
H: -3.311 1.885 1.247
C: 1.934 -1.293 -1.276
H: 2.667 -0.583 -1.685
H: 1.875 -2.172 -1.935
H: 2.277 -1.582 -0.277
C: -0.230 -0.089 -2.846
H: -1.104 0.577 -2.828
H: -0.499 -1.024 -3.363
H: 0.575 0.406 -3.405
Br: 1.117 1.636 5.180
C: 2.829 0.870 4.934
C: 3.662 0.887 6.069
C: 4.946 0.343 6.037
C: 5.408 -0.217 4.844
C: 4.603 -0.234 3.710
C: 3.302 0.286 3.727
C: 2.522 0.177 2.423
O: 3.136 -0.272 1.419
O: 1.322 0.582 2.435
H: 3.299 1.318 7.004
H: 5.564 0.333 6.941
H: 6.396 -0.661 4.793
H: 4.986 -0.655 2.783

Atomic partial charges in e from the Mulliken method, atoms 1 to 4: -0.22 1.18 0.19 0.93



Copy entry 3 word for word.
Here is C31H47B3N2O4S as an isolated structure in a non-equilibrium geometry from the OMol25 dataset. Energies are from ωB97M-V with the def2-TZVPD basis set.

## Properties
- total charge = +2
- HOMO level (eV) = -12.1
- LUMO energy (eV) = -7.74
- gap between HOMO and LUMO (eV) = 4.37
- max |F| (eV Å⁻¹) = 1.728

Positions of all 88 atoms, in Å:
C: 9.138 3.414 2.055
C: 8.367 3.130 0.728
C: 8.436 1.652 0.294
C: 9.382 1.385 -0.894
C: 8.978 0.110 -1.686
C: 8.997 0.313 -3.224
C: 7.572 0.604 -3.760
C: 7.259 2.124 -3.825
C: 6.406 2.651 -2.620
C: 5.484 3.783 -3.126
C: 4.166 3.205 -3.701
C: 2.927 4.115 -3.402
B: 1.988 3.422 -2.372
O: 2.549 2.770 -1.248
B: 2.112 3.366 -0.072
S: 2.952 3.160 1.514
O: 0.939 4.105 -0.199
B: 0.177 3.357 -1.114
C: -1.006 2.451 -0.564
O: -2.249 2.631 -1.278
C: -3.071 1.551 -1.202
C: -3.759 1.159 -2.328
C: -4.574 0.068 -2.288
C: -4.744 -0.686 -1.156
C: -4.086 -0.283 -0.016
C: -3.273 0.818 -0.055
O: 0.587 3.429 -2.425
H: 9.819 4.258 1.919
H: 8.440 3.692 2.845
H: 9.729 2.544 2.342
H: 7.322 3.385 0.938
H: 8.681 3.819 -0.059
H: 7.424 1.328 0.030
H: 8.753 1.017 1.128
H: 9.340 2.270 -1.538
H: 10.426 1.272 -0.586
H: 9.588 -0.742 -1.376
H: 7.953 -0.124 -1.382
H: 9.385 -0.567 -3.742
H: 9.617 1.180 -3.460
H: 7.420 0.202 -4.767
H: 6.806 0.137 -3.133
H: 6.659 2.326 -4.718
H: 8.171 2.723 -3.871
H: 5.827 1.810 -2.228
H: 7.105 3.014 -1.865
H: 5.300 4.450 -2.276
H: 6.002 4.340 -3.911
H: 4.269 3.063 -4.778
H: 4.048 2.222 -3.239
H: 3.334 4.995 -2.884
H: 2.432 4.461 -4.310
H: 3.949 2.312 1.195
H: -0.650 1.413 -0.584
H: -1.173 2.734 0.481
H: -3.669 1.714 -3.255
H: -5.114 -0.243 -3.177
H: -5.372 -1.572 -1.126
H: -4.168 -0.827 0.922
H: -2.749 1.102 0.852
C: -8.103 -7.905 6.594
N: -8.166 -6.824 5.579
C: -7.491 -6.972 4.427
C: -7.554 -6.011 3.445
C: -8.331 -4.870 3.637
C: -9.000 -4.737 4.850
C: -8.901 -5.725 5.805
C: -8.467 -3.835 2.581
C: -9.721 -3.498 2.077
C: -9.840 -2.504 1.130
N: -8.756 -1.850 0.687
C: -7.532 -2.168 1.135
C: -7.361 -3.156 2.077
C: -8.893 -0.747 -0.299
H: -7.060 -8.074 6.852
H: -8.543 -8.800 6.161
H: -8.660 -7.608 7.476
H: -6.912 -7.878 4.308
H: -7.011 -6.171 2.523
H: -9.601 -3.864 5.064
H: -9.412 -5.654 6.755
H: -10.615 -4.006 2.414
H: -10.799 -2.216 0.723
H: -6.700 -1.603 0.731
H: -6.360 -3.372 2.429
H: -8.284 -0.985 -1.167
H: -8.549 0.170 0.174
H: -9.934 -0.647 -0.589

Atomic partial charges in e from the Mulliken method, atoms 1 to 4: -1.16 -0.42 -0.78 -0.63



Among the records above, which one has the highest max |F|?
C31H47BBr3Cl26NO5P